Entry 1:
Entry from the OMol25 dataset: a cluster of 10 separate species, C20H36Cl12N4 in total in a non-equilibrium geometry (wB97M-V/def2-TZVPD).

Positions of all 72 atoms, in Å:
Cl (0.716, -3.976, -1.879)
C (-0.051, -4.186, -3.472)
C (-1.453, -3.601, -3.435)
Cl (-1.447, -1.819, -3.254)
H (-0.208, -5.244, -3.699)
H (0.594, -3.830, -4.271)
H (-2.057, -4.029, -2.643)
H (-1.922, -3.740, -4.408)
Cl (4.838, -2.355, -1.261)
C (4.490, -1.980, 0.457)
C (4.266, -3.226, 1.312)
Cl (5.666, -4.341, 1.139)
H (3.642, -1.303, 0.529)
H (5.360, -1.463, 0.862)
H (3.310, -3.625, 0.964)
H (4.189, -3.031, 2.376)
Cl (1.646, 2.395, 1.287)
C (1.225, 3.172, 2.834)
C (0.409, 4.420, 2.554)
Cl (-0.008, 5.108, 4.160)
H (2.147, 3.427, 3.346)
H (0.635, 2.458, 3.402)
H (-0.526, 4.153, 2.073)
H (0.964, 5.161, 1.989)
Cl (4.626, -1.713, 4.931)
C (2.854, -1.541, 4.806)
C (2.163, -2.835, 4.509)
Cl (1.908, -3.868, 5.940)
H (2.683, -0.854, 3.979)
H (2.578, -1.103, 5.760)
H (2.708, -3.480, 3.821)
H (1.223, -2.667, 3.983)
Cl (-1.909, 2.154, 0.790)
C (-3.590, 2.376, 1.345)
C (-3.580, 3.075, 2.692)
Cl (-2.811, 2.058, 3.937)
H (-4.112, 1.425, 1.401)
H (-4.031, 3.021, 0.587)
H (-4.597, 3.248, 3.045)
H (-3.152, 4.073, 2.622)
Cl (-2.914, -3.639, 0.294)
C (-3.593, -2.138, 0.952)
C (-5.025, -2.011, 0.457)
Cl (-5.071, -1.543, -1.254)
H (-2.942, -1.313, 0.673)
H (-3.481, -2.246, 2.030)
H (-5.575, -1.266, 1.034)
H (-5.558, -2.950, 0.564)
C (0.427, 4.302, -4.072)
C (0.387, 3.372, -2.949)
N (0.281, 2.611, -2.097)
H (1.230, 5.031, -3.992)
H (-0.532, 4.815, -4.135)
H (0.603, 3.741, -4.988)
C (2.838, 0.427, -3.079)
C (3.207, 1.581, -3.853)
N (3.547, 2.489, -4.464)
H (1.858, 0.612, -2.632)
H (3.558, 0.238, -2.285)
H (2.753, -0.464, -3.701)
C (-2.739, 1.338, -2.707)
C (-2.778, 2.766, -3.045)
N (-2.784, 3.867, -3.373)
H (-3.352, 0.922, -3.511)
H (-3.217, 1.107, -1.761)
H (-1.707, 1.000, -2.739)
C (-0.105, -0.496, -0.389)
C (0.708, -1.204, 0.584)
N (1.431, -1.782, 1.254)
H (-0.021, 0.569, -0.189)
H (-1.103, -0.927, -0.352)
H (0.282, -0.722, -1.382)

Atomic forces in eV per Å
0.20 -0.13 -0.22
-0.83 -0.44 0.11
0.44 0.41 -0.86
-0.04 0.01 0.12
0.26 -0.10 0.44
-0.04 0.53 0.18
0.03 0.05 0.09
-0.10 -0.30 0.10
-0.32 0.11 0.26
0.84 0.21 1.05
-0.28 0.20 -1.00
-0.52 -0.02 0.07
-0.06 -0.23 -0.19
0.08 0.09 -0.32
0.38 -0.77 0.14
0.07 0.45 -0.10
0.13 -0.08 -0.20
-0.14 0.21 -0.17
0.00 -0.38 0.51
-0.05 0.18 -0.11
0.00 -0.12 0.05
0.07 0.02 0.09
0.04 0.13 -0.16
-0.04 0.02 -0.03
0.32 -0.18 -0.04
0.34 0.21 -0.08
-0.18 -0.76 -0.54
-0.13 0.16 0.14
-0.10 0.08 0.10
-0.43 0.01 -0.14
0.30 0.32 0.05
-0.21 0.15 0.46
-0.07 -0.25 -0.11
0.24 0.60 0.23
-0.80 0.06 -0.08
0.14 0.26 -0.06
0.15 -0.10 -0.10
-0.28 -0.05 0.12
-0.08 -0.22 -0.15
0.57 -0.24 0.16
0.49 -0.26 -0.27
-0.04 -0.30 0.17
0.16 0.31 0.68
-0.02 0.08 -0.12
-0.20 0.12 -0.30
-0.54 0.08 0.03
0.11 0.14 -0.12
0.09 -0.10 -0.06
0.01 0.01 -0.16
0.01 0.24 -0.26
0.12 -0.20 0.17
0.06 -0.07 0.26
0.00 -0.05 0.01
-0.06 -0.04 0.01
-0.60 -0.51 0.47
0.38 0.20 -0.25
-0.12 0.25 -0.13
0.09 0.02 0.05
0.05 0.01 -0.06
0.14 0.05 -0.06
-0.60 0.66 -0.82
0.26 0.03 0.49
-0.11 -0.04 0.03
0.28 -0.64 0.16
0.10 0.13 0.12
-0.04 -0.12 0.03
0.33 -0.39 0.04
0.09 0.10 -0.61
0.18 -0.31 0.74
-0.39 0.01 -0.14
-0.22 0.45 -0.01
0.08 0.05 0.06

Properties
structure (SMILES)	ClCCCl.ClCCCl.ClCCCl.ClCCCl.ClCCCl.ClCCCl.CC#N.CC#N.CC#N.CC#N
multiplicity	1
relative energy (zero: lowest compared OMol25 entry of this formula, charge and spin)	7.9	kcal/mol
LUMO energy	0.096	eV
charge	0
largest force on an atom	1.36	eV/A
Kohn-Sham gap	10.47	eV

***

Entry 2:
Entry from the OMol25 dataset: a cluster of 5 separate species, C20H36ClFN7 in total in a non-equilibrium geometry (wB97M-V/def2-TZVPD).

Positions of all 65 atoms, in Å:
N (1.721, -0.149, -1.362)
C (3.033, 0.167, -1.488)
N (3.441, 1.454, -1.679)
C (4.714, 1.878, -1.049)
C (5.343, 0.729, -0.281)
F (6.616, 1.054, 0.137)
C (5.335, -0.484, -1.192)
Cl (6.008, -0.093, -2.793)
N (3.919, -0.849, -1.358)
H (1.439, -0.562, -0.489)
H (1.037, -0.025, -2.089)
H (3.322, 1.790, -2.631)
H (5.409, 2.301, -1.756)
H (4.468, 2.659, -0.337)
H (4.731, 0.495, 0.592)
H (5.930, -1.306, -0.826)
H (3.601, -1.446, -0.591)
C (-1.456, 0.755, 2.852)
C (-0.843, -0.467, 3.522)
C (0.152, -1.192, 2.611)
C (-0.488, -1.680, 1.384)
N (-0.995, -2.077, 0.436)
H (-2.032, 0.485, 1.969)
H (-2.126, 1.264, 3.543)
H (-0.686, 1.468, 2.550)
H (-1.629, -1.162, 3.823)
H (-0.322, -0.167, 4.432)
H (0.598, -2.048, 3.118)
H (0.959, -0.509, 2.332)
C (-2.356, -0.502, -2.484)
C (-3.795, -0.006, -2.425)
C (-3.888, 1.505, -2.181)
C (-3.257, 1.853, -0.910)
N (-2.782, 2.116, 0.098)
H (-1.841, -0.329, -1.537)
H (-2.319, -1.573, -2.677)
H (-1.803, 0.002, -3.282)
H (-4.328, -0.531, -1.632)
H (-4.304, -0.240, -3.361)
H (-4.926, 1.835, -2.151)
H (-3.385, 2.056, -2.978)
C (-5.543, 2.460, 5.477)
C (-5.264, 3.934, 5.745)
C (-3.958, 4.419, 5.105)
C (-2.804, 3.685, 5.625)
N (-1.908, 3.102, 6.035)
H (-4.767, 1.825, 5.906)
H (-6.493, 2.163, 5.919)
H (-5.593, 2.259, 4.405)
H (-5.225, 4.110, 6.821)
H (-6.082, 4.539, 5.353)
H (-3.800, 5.479, 5.303)
H (-3.988, 4.281, 4.023)
C (2.846, -5.643, -4.316)
C (3.191, -4.410, -5.142)
C (2.978, -3.100, -4.372)
C (1.584, -2.926, -3.967)
N (0.496, -2.777, -3.647)
H (1.792, -5.651, -4.034)
H (3.040, -6.550, -4.886)
H (3.443, -5.687, -3.403)
H (2.587, -4.394, -6.049)
H (4.236, -4.458, -5.453)
H (3.252, -2.247, -4.994)
H (3.603, -3.075, -3.478)

Atomic forces in eV per Å
0.57 0.05 -0.14
-0.65 -0.01 -0.36
1.01 -0.83 -0.72
-0.14 0.25 0.38
0.53 0.26 -0.14
-0.67 -0.10 -0.33
0.01 0.23 -0.64
0.08 -0.20 -0.02
0.22 1.20 2.25
-0.38 -0.70 -0.23
-0.26 0.41 0.11
-0.60 0.54 0.25
0.17 -0.11 -0.32
-0.15 0.16 0.07
0.15 -0.08 0.25
-0.17 -0.29 0.27
0.00 -0.91 -0.70
-0.03 -0.13 0.10
-0.10 0.22 0.04
-0.14 -0.04 0.10
0.29 0.12 0.43
-0.06 -0.05 -0.46
0.02 0.01 -0.04
0.02 0.05 0.01
-0.01 0.03 -0.01
0.03 -0.06 -0.01
0.06 -0.06 -0.01
0.03 -0.02 -0.01
0.02 0.01 0.00
0.00 0.00 -0.04
0.11 -0.10 -0.06
0.01 -0.24 0.02
-0.31 0.11 -0.37
0.30 0.12 0.41
-0.03 0.00 0.02
0.04 -0.01 -0.01
-0.01 0.00 -0.03
-0.04 0.02 0.01
-0.04 0.06 0.00
-0.01 0.04 0.00
0.00 0.03 -0.02
0.00 0.03 0.02
-0.09 -0.13 -0.01
-0.12 -0.02 0.11
-0.21 0.22 -0.20
0.34 -0.27 0.13
0.03 0.01 -0.01
-0.01 -0.01 -0.01
0.00 -0.01 -0.01
0.02 0.04 0.00
0.04 0.06 -0.01
0.02 0.03 -0.03
0.02 0.00 -0.03
-0.01 0.04 -0.02
-0.01 -0.20 0.07
0.06 -0.11 -0.24
0.48 0.04 -0.04
-0.52 0.17 0.19
-0.01 0.02 0.02
0.01 -0.02 0.01
0.01 -0.01 0.01
0.01 0.06 -0.02
0.01 0.08 -0.01
0.04 0.03 0.01
0.01 -0.02 0.03

Properties
multiplicity	1
LUMO energy	-4.538	eV
charge	+1
largest force on an atom	2.56	eV/A
Kohn-Sham gap	8.47	eV

***

Entry 3:
Entry from the OMol25 dataset: a structure of composition C20H36CrN5P2S in a non-equilibrium geometry (wB97M-V/def2-TZVPD).

Positions of all 65 atoms, in Å:
Cr (-0.853, -2.382, 0.467)
N (-1.196, -4.464, 0.443)
N (-2.459, -4.091, 1.077)
C (-2.718, -2.790, 1.167)
N (-3.890, -2.474, 1.673)
S (-1.346, -1.723, -1.543)
H (-1.404, -4.989, -0.418)
H (-0.635, -5.078, 1.067)
H (-3.037, -4.815, 1.479)
H (-4.555, -3.168, 1.994)
H (-4.162, -1.509, 1.669)
C (0.426, -0.829, 3.251)
P (-0.491, -0.443, 1.703)
C (0.754, 0.434, 0.724)
N (1.529, 1.157, 1.516)
C (2.535, 1.868, 0.912)
C (3.155, 2.866, 1.627)
C (4.081, 3.735, 1.077)
C (4.458, 3.562, -0.298)
C (3.782, 2.589, -1.033)
C (2.851, 1.705, -0.477)
N (2.149, 0.798, -1.214)
C (1.049, 0.273, -0.697)
P (0.275, -0.642, -2.060)
C (1.604, -1.708, -2.727)
C (-0.221, 0.482, -3.441)
C (-1.336, -0.123, -4.291)
C (-0.639, 1.794, -2.778)
C (0.962, 0.688, -4.391)
C (-1.678, 0.939, 2.385)
C (-2.696, 0.353, 3.403)
C (-0.955, 2.143, 3.046)
C (-2.400, 1.491, 1.169)
H (0.697, 0.071, 3.860)
H (1.331, -1.417, 3.040)
H (-0.296, -1.453, 3.826)
H (2.899, 2.920, 2.697)
H (4.579, 4.449, 1.732)
H (5.211, 4.215, -0.710)
H (3.996, 2.457, -2.085)
H (1.315, -2.161, -3.700)
H (1.934, -2.491, -2.045)
H (2.458, -1.088, -2.891)
H (-2.270, -0.277, -3.697)
H (-1.017, -1.092, -4.735)
H (-1.626, 0.578, -5.092)
H (-1.378, 1.595, -1.958)
H (-1.100, 2.472, -3.536)
H (0.232, 2.354, -2.367)
H (1.290, -0.266, -4.872)
H (1.830, 1.142, -3.836)
H (0.694, 1.349, -5.253)
H (-2.558, 0.836, 4.418)
H (-2.575, -0.707, 3.550)
H (-3.745, 0.563, 3.109)
H (-0.389, 1.897, 3.943)
H (-1.787, 2.878, 3.393)
H (-0.266, 2.629, 2.295)
H (-2.813, 0.721, 0.500)
H (-1.711, 2.155, 0.572)
H (-3.274, 2.118, 1.520)
C (1.093, -2.907, 0.455)
H (1.187, -3.632, -0.352)
H (1.272, -3.413, 1.430)
H (1.846, -2.141, 0.313)

Atomic forces in eV per Å
1.49 -0.38 1.05
-1.48 -0.68 0.57
0.59 -1.33 0.09
-1.20 -0.65 -0.11
0.49 0.06 -0.16
-0.88 0.53 -1.03
0.11 0.34 0.37
-0.49 0.63 -0.46
-0.10 -0.44 -0.06
-0.13 0.16 -0.03
-0.19 0.16 0.22
-0.25 -0.32 0.43
0.13 1.90 1.61
0.71 0.37 -0.19
0.21 -0.08 -1.55
-0.84 -0.49 -1.06
0.89 1.11 1.77
0.18 -1.06 -0.47
-1.49 -0.59 1.02
1.36 0.29 -0.59
-0.72 0.18 1.31
-0.74 0.66 0.07
1.31 0.48 0.79
0.85 -0.99 -0.95
-0.54 -0.56 -0.16
0.23 0.58 -0.47
-1.16 -0.62 0.51
-0.40 0.81 0.17
1.40 0.27 -0.32
-0.10 0.00 -0.15
0.04 0.73 0.81
-0.50 0.93 -0.58
-0.62 1.19 -0.63
-0.33 -0.78 -0.82
-0.33 0.18 0.09
0.63 0.30 -0.08
0.13 0.16 -0.60
-0.18 -0.01 -0.37
-0.05 -0.09 -0.32
0.11 0.06 -0.09
-0.08 0.29 0.71
-0.38 0.04 0.08
0.53 0.58 -0.21
0.69 -0.06 -0.45
-0.33 0.62 0.18
0.42 -0.26 0.23
0.47 0.37 -0.65
0.17 -0.58 0.57
-0.58 -0.49 -0.17
-0.23 0.75 0.48
-0.73 -0.43 -0.75
-0.01 -0.32 0.92
-0.11 -0.59 -1.13
-0.11 -0.50 0.11
0.61 -0.15 0.04
0.04 -0.13 -0.04
1.42 -1.12 -0.80
-0.86 -0.25 1.03
0.11 0.08 0.13
-0.74 -0.64 0.45
0.99 -0.50 -0.47
0.11 0.35 0.34
0.14 -0.24 0.04
0.01 0.14 -0.39
0.29 0.05 0.14

Properties
multiplicity	4
<S²>	3.81
LUMO energy (alpha / beta)	-6.852 / -6.273	eV
charge	+2
largest force on an atom	2.49	eV/A
Kohn-Sham gap (alpha / beta)	7.45 / 8.04	eV